# C44H71FeN2O4SSi

C44H71FeN2O4SSi as an isolated structure (the ωB97M-V functional and the def2-TZVPD basis, the Open Molecules 2025 dataset).

Geometry as XYZ:
```
124
Properties=species:S:1:pos:R:3:forces:R:3:mulliken_spin:R:1
Fe -0.662337 -0.215635 1.164459 -0.291 0.031 0.182 3.97
C -2.075053 -0.196423 3.153514 -0.091 -0.025 0.117 0.10
C -1.559138 1.116863 3.034303 0.167 0.168 -0.144 -0.02
C -0.111440 0.995488 3.095315 -0.278 0.301 -0.027 0.13
C 0.163641 -0.387988 3.279876 0.158 -0.115 0.193 0.02
C -1.035137 -1.124000 3.345136 -0.094 -0.042 0.019 0.12
C -1.166654 -2.576662 3.751548 0.102 0.016 -0.008 0.00
C -0.085258 -3.431773 3.081757 -0.011 -0.035 -0.050 0.01
C -2.558675 -3.136058 3.446133 -0.004 0.025 0.025 0.02
C -0.959269 -2.628888 5.274970 0.034 -0.035 0.031 0.01
C 1.016120 2.038299 3.101368 0.019 -0.088 -0.003 0.02
C 2.340541 1.338104 3.431677 0.098 0.007 -0.029 -0.01
C 1.218149 2.720071 1.738820 -0.065 0.008 0.093 0.00
C 0.800796 3.083963 4.202964 0.022 -0.033 0.069 0.01
C -2.533469 2.306078 3.031945 -0.026 -0.096 0.095 0.03
C -3.902904 1.857783 2.489138 -0.035 0.026 -0.019 0.01
C -2.763421 2.714498 4.499308 -0.004 0.005 0.039 0.02
C -2.123117 3.543912 2.229132 0.001 -0.030 -0.028 0.00
H -3.121518 -0.453921 3.123614 0.042 -0.003 -0.035 0.01
H 1.146982 -0.812829 3.397964 -0.029 0.020 -0.066 0.01
H -0.128294 -3.347886 1.995449 -0.007 -0.002 0.026 0.00
H -0.214518 -4.481527 3.356390 0.005 0.004 0.027 0.00
H 0.914122 -3.129767 3.401026 -0.011 0.021 -0.006 0.00
H -2.826970 -3.004801 2.399966 0.027 -0.011 -0.033 -0.01
H -3.319003 -2.648011 4.060457 0.009 0.019 -0.019 0.00
H -2.583374 -4.201931 3.684361 -0.003 0.006 0.007 0.00
H 0.029970 -2.256478 5.547692 -0.007 0.000 -0.007 0.00
H -1.049093 -3.657003 5.635450 -0.002 0.002 -0.008 0.00
H -1.705373 -2.019208 5.788066 0.003 0.005 -0.004 0.00
H 2.606249 0.611504 2.663571 0.004 -0.023 -0.029 0.01
H 2.301648 0.830777 4.397825 0.002 0.037 0.008 0.00
H 3.136727 2.084130 3.474387 0.005 -0.004 -0.012 0.00
H 1.493727 1.983978 0.981541 0.027 -0.021 0.080 0.03
H 2.033378 3.445767 1.814710 -0.044 -0.002 0.046 0.00
H 0.331174 3.243450 1.391290 -0.065 0.017 -0.004 0.00
H 0.668753 2.599305 5.173473 0.003 -0.008 -0.015 0.00
H -0.056856 3.724181 4.029867 -0.033 0.012 -0.015 0.00
H 1.682565 3.726132 4.265261 -0.003 0.000 -0.001 0.00
H -4.397750 1.159988 3.166458 0.005 0.015 -0.019 0.00
H -3.814993 1.394984 1.506557 0.026 0.005 -0.017 0.00
H -4.551410 2.731666 2.398993 -0.002 -0.008 0.012 0.00
H -3.112657 1.859139 5.081310 0.003 0.005 -0.007 0.00
H -3.526229 3.496033 4.550543 0.008 -0.003 -0.005 0.00
H -1.859298 3.092804 4.971571 0.048 0.008 -0.001 0.00
H -1.965803 3.303169 1.179712 0.005 -0.036 -0.035 0.00
H -1.229970 4.027230 2.610063 0.041 -0.004 0.010 0.00
H -2.932288 4.275921 2.290582 0.015 -0.007 -0.005 0.00
C 5.657192 -2.682375 -0.050413 0.023 -0.019 0.017 0.00
C 5.159467 -1.253055 -0.202833 -0.061 0.011 -0.098 0.00
C 4.756070 -0.680492 1.147191 -0.022 0.012 0.062 0.01
C 6.209093 -0.377809 -0.876040 0.042 0.011 0.022 0.00
O 4.021575 -1.333349 -1.080570 -0.010 -0.004 0.114 0.00
Si 2.757913 -0.337160 -1.334521 -0.075 0.254 -0.044 0.04
S 1.248508 -0.678348 0.085657 0.344 -0.527 0.043 0.23
O 2.218462 -0.628939 -2.846789 0.043 0.027 -0.094 0.02
C 2.171835 -1.829505 -3.631959 -0.013 0.062 0.104 -0.01
C 1.649256 -2.979574 -2.778370 -0.013 -0.059 -0.015 0.01
C 3.565044 -2.138752 -4.166934 0.002 0.000 -0.036 0.00
C 1.220320 -1.518624 -4.778313 -0.044 -0.035 -0.016 0.00
O 3.258025 1.210615 -1.234072 0.125 -0.023 -0.078 0.03
C 2.886302 2.400901 -1.948311 -0.064 -0.051 0.061 0.00
C 3.462936 3.553788 -1.140093 0.006 0.037 0.021 0.00
C 1.367470 2.503955 -2.021024 -0.054 -0.008 -0.042 0.01
C 3.502791 2.358678 -3.340623 0.023 0.028 -0.014 0.00
H 6.540230 -2.716446 0.590064 -0.002 0.008 -0.004 0.00
H 5.919364 -3.096639 -1.025226 -0.013 0.006 0.003 0.00
H 4.878771 -3.304290 0.394139 0.003 0.007 -0.004 0.00
H 5.611810 -0.684384 1.825323 -0.005 0.004 -0.008 0.00
H 3.956534 -1.279485 1.585791 0.000 0.002 0.012 0.00
H 4.401938 0.347609 1.047082 0.001 -0.009 -0.031 0.00
H 7.100473 -0.300035 -0.249990 -0.003 -0.014 -0.006 0.00
H 5.810872 0.623366 -1.042869 -0.006 -0.007 0.008 0.00
H 6.496442 -0.805982 -1.837931 -0.014 0.005 0.000 0.00
H 2.355446 -3.222675 -1.982165 0.006 0.018 -0.015 0.00
H 1.498301 -3.871398 -3.390648 0.002 0.004 -0.005 0.00
H 0.705270 -2.696067 -2.309706 -0.047 0.009 -0.017 0.00
H 4.260264 -2.304512 -3.345706 -0.011 -0.003 0.014 0.00
H 3.928436 -1.305274 -4.770964 -0.004 0.001 0.014 0.00
H 3.538602 -3.033361 -4.792944 -0.006 0.010 -0.004 0.00
H 0.242976 -1.229500 -4.388043 -0.005 -0.015 0.021 0.00
H 1.099085 -2.385244 -5.430975 0.009 -0.004 0.006 0.00
H 1.608646 -0.689562 -5.371549 -0.004 0.003 0.012 0.00
H 3.026183 3.566496 -0.140827 0.037 0.004 -0.073 0.00
H 3.254489 4.508549 -1.626432 -0.005 -0.011 -0.006 0.00
H 4.544065 3.440125 -1.045382 -0.001 -0.003 -0.005 0.00
H 0.930541 2.452191 -1.022001 -0.011 0.034 -0.087 0.00
H 0.949207 1.689700 -2.617431 0.021 -0.001 0.017 0.00
H 1.083465 3.450329 -2.487070 -0.003 0.015 0.009 0.00
H 4.587845 2.262604 -3.267884 -0.009 -0.005 0.003 0.00
H 3.273200 3.279037 -3.881989 0.005 -0.006 0.006 0.00
H 3.113054 1.513378 -3.906761 -0.014 -0.017 0.015 0.00
N -5.994848 5.481311 -5.178204 0.005 -0.008 0.004 0.00
C -5.373190 4.837684 -4.456914 0.041 -0.048 0.052 0.00
C -4.594678 4.030086 -3.553232 -0.072 0.087 -0.099 0.00
C -5.188308 2.953051 -2.898935 0.022 -0.026 0.038 0.00
C -4.439379 2.182376 -2.030042 -0.012 0.013 -0.031 0.01
C -3.089084 2.470606 -1.808278 0.076 -0.032 0.050 -0.01
C -2.506174 3.555867 -2.467978 -0.035 0.016 -0.019 0.00
C -3.252523 4.332128 -3.334507 0.025 -0.024 0.030 0.00
C -2.320992 1.667630 -0.902912 -0.122 -0.044 0.005 0.01
C -1.733775 0.996305 -0.072735 0.042 0.244 -0.144 0.11
H -6.232589 2.730081 -3.069897 -0.002 0.008 -0.006 0.00
H -4.893499 1.351404 -1.506824 0.001 -0.004 -0.002 0.00
H -1.464975 3.783083 -2.288064 0.035 -0.009 -0.006 0.00
H -2.801773 5.173148 -3.843383 -0.009 0.002 -0.006 0.00
O -1.637340 -1.961242 0.654039 0.026 -0.151 -0.546 0.08
C -1.864490 -2.448329 -0.484731 -0.143 -0.041 0.481 -0.02
C -2.007760 -3.940010 -0.604955 0.039 -0.012 -0.055 0.00
C -3.433841 -4.382612 -0.962630 0.002 0.026 0.024 0.00
C -3.778420 -4.252089 -2.443282 0.030 -0.010 -0.010 0.00
C -3.757428 -2.823958 -2.979279 0.001 0.013 0.025 0.00
C -2.387324 -2.160321 -2.889248 0.049 0.022 -0.010 0.00
N -2.040430 -1.693776 -1.552573 0.088 0.148 -0.070 0.01
H -1.707261 -4.351312 0.356333 -0.004 0.004 0.000 0.00
H -1.297755 -4.301177 -1.357001 -0.024 -0.025 -0.008 0.00
H -4.146904 -3.810883 -0.360333 -0.002 -0.009 0.009 0.00
H -3.546636 -5.425439 -0.662486 0.005 -0.008 -0.023 0.00
H -4.762665 -4.690462 -2.620588 -0.009 0.019 0.008 0.00
H -3.066008 -4.850938 -3.021999 -0.010 -0.014 -0.003 0.00
H -4.484749 -2.204684 -2.445653 -0.001 0.002 -0.005 0.00
H -4.058973 -2.832007 -4.029105 0.008 -0.015 -0.001 0.00
H -2.353692 -1.276864 -3.525301 -0.015 -0.006 -0.010 0.00
H -1.615091 -2.841994 -3.256939 0.035 -0.011 -0.005 0.00
H -1.948438 -0.689529 -1.401752 -0.014 0.008 0.024 -0.01
```
Forces are in eV/Å.

For the HOMO-LUMO gap (alpha / beta), the calculation gives 0.2830 / 0.2779 hartree. As for the multiplicity: 6. As for the relative energy (zero: lowest compared OMol25 entry of this formula, charge and spin): 0.0 kcal per mole. The value obtained for the HOMO energy (alpha / beta) is -7.58 / -8.02 eV. As for the molar mass: 808.1 g mol⁻¹. Its LUMO energy (alpha / beta) is 0.13 / -0.46 eV.